# 1
{
  "formula": "C6H42BNO13",
  "method": "ωB97M-V with the def2-TZVPD basis set",
  "lumo_ev": -1.270,
  "e_tot_ha": -1311.0453,
  "gap_ha": 0.27374,
  "e_above_lowest_kcal_mol": 0.0,
  "elements": ["C", "O", "C", "C", "N", "H", "H", "C", "C", "O", "C", "H", "H", "H", "H", "H", "H", "H", "H", "H", "H", "H", "H", "H", "H", "B", "H", "H", "H", "H", "O", "H", "H", "O", "H", "H", "O", "H", "H", "O", "H", "H", "O", "H", "H", "O", "H", "H", "O", "H", "H", "O", "H", "H", "O", "H", "H", "O", "H", "H", "O", "H", "H"],
  "positions_angstrom": [[2.8599, 0.4434, 0.3087], [1.9505, 1.4798, -0.0354], [1.4234, 1.3507, -1.3081], [0.9572, 2.7713, -1.9428], [0.3191, 2.8298, -3.2491], [1.0138, 2.2105, -3.7158], [-0.6399, 2.4852, -3.2631], [0.3284, 4.2139, -3.8191], [-0.7186, 4.3953, -4.8887], [-0.7581, 5.6748, -5.3929], [-1.6329, 5.9129, -6.4961], [2.8274, -0.5105, -0.2571], [2.4072, 0.1252, 1.2818], [3.8360, 0.6143, 0.2668], [0.5961, 0.6942, -1.2233], [2.0020, 0.8408, -2.2590], [1.9844, 3.3523, -2.2144], [0.4763, 3.4464, -1.1250], [1.3403, 4.3887, -3.9731], [0.0323, 4.9977, -3.0147], [-1.8389, 4.2617, -4.7252], [-0.5787, 3.8416, -5.9303], [-2.5486, 5.2799, -6.3474], [-1.2364, 5.4644, -7.3543], [-1.8648, 6.8922, -6.8204], [0.2948, -2.3440, 1.8071], [0.1449, -1.5949, 0.8955], [0.4485, -3.5329, 1.4530], [1.1617, -2.0128, 2.4445], [-0.5851, -2.1693, 2.5614], [-3.2294, -3.8953, 2.0907], [-2.9094, -4.5752, 1.4981], [-2.7570, -3.3975, 1.4826], [-2.1148, -5.5527, 0.3860], [-1.1994, -5.6884, 0.3016], [-2.7708, -5.4613, -0.3299], [0.8785, -3.2327, 5.4586], [1.2359, -3.3219, 4.4970], [-0.1306, -2.7839, 5.4332], [-1.4254, -4.8992, 4.1586], [-2.0118, -4.3136, 3.5606], [-0.6451, -4.6498, 3.9986], [-0.5165, 0.6870, 2.5240], [-0.2566, 0.1509, 1.8606], [-0.6393, 0.2330, 3.4376], [2.1375, 1.1358, 3.0696], [2.0244, 2.1436, 2.7947], [1.3451, 0.7032, 2.5944], [-3.1224, -1.2124, 1.0455], [-2.1489, -1.0263, 1.0217], [-3.2991, -1.0378, 2.0479], [3.9286, -2.6152, 1.4924], [3.0333, -2.3868, 1.8511], [4.0361, -3.5087, 1.5083], [-0.9139, -1.5754, 4.4686], [-1.2590, -1.0937, 5.1902], [-1.7759, -1.6671, 4.0861], [-1.1959, 1.5528, 0.0972], [-0.8016, 1.0753, 1.0347], [-1.2889, 2.4617, 0.2184], [1.1344, -3.0016, -1.7575], [0.7727, -2.7339, -0.8486], [1.8834, -2.3155, -1.9363]],
  "mulliken_charge": [-0.31, -0.32, -0.31, -0.83, 0.05, 0.44, 0.41, -0.52, -0.45, -0.37, -0.79, 0.10, -0.18, 0.54, 0.44, 0.20, 0.33, 0.28, 0.44, 0.26, 0.34, 0.31, 0.27, 0.38, 0.30, 1.68, -0.72, -0.27, -0.50, -0.46, -0.67, 0.51, 0.24, -0.68, 0.29, 0.32, -0.66, 0.28, 0.42, -0.63, 0.38, 0.29, -0.67, 0.00, 0.37, -0.66, 0.34, 0.33, -0.69, 0.26, 0.32, -0.67, 0.30, 0.27, -0.74, 0.30, 0.27, -0.68, 0.42, 0.24, -0.71, 0.26, 0.30]
}


# 2
{
  "formula": "C26H13Cl5N4O2Pd",
  "method": "ωB97M-V with the def2-TZVPD basis set",
  "lumo_ev": [-0.585, -2.173],
  "e_tot_ha": -3796.6527,
  "gap_ha": [0.18087, 0.23300],
  "multiplicity": 5,
  "elements": ["Pd", "O", "N", "O", "C", "C", "C", "C", "C", "C", "N", "C", "C", "N", "C", "C", "C", "C", "H", "H", "H", "H", "H", "H", "H", "N", "C", "H", "Cl", "C", "C", "C", "Cl", "C", "Cl", "C", "Cl", "C", "Cl", "C", "C", "C", "C", "C", "C", "C", "H", "H", "H", "H", "H"],
  "positions_angstrom": [[-0.5590, -0.0276, 0.1399], [1.9488, 3.2939, 6.5390], [2.3423, 2.9770, 5.4100], [3.5245, 3.1367, 5.0565], [1.4511, 2.3006, 4.5584], [0.1462, 2.0999, 5.0268], [-0.7957, 1.4168, 4.2661], [-2.1111, 1.0993, 4.7148], [-2.9386, 0.3574, 3.9270], [-2.5132, -0.0477, 2.6480], [-1.3187, 0.2821, 2.1816], [-0.4635, 0.9638, 2.9687], [0.8850, 1.1402, 2.4897], [1.1635, 0.5921, 1.2934], [2.4080, 0.5651, 0.8247], [3.4356, 1.1511, 1.5343], [3.1742, 1.7813, 2.7377], [1.8735, 1.7738, 3.2785], [-0.1068, 2.4690, 6.0082], [-2.4262, 1.4331, 5.6954], [-3.9286, 0.0802, 4.2620], [-3.1553, -0.6241, 2.0011], [2.5568, 0.0836, -0.1323], [4.4395, 1.1323, 1.1340], [3.9610, 2.2649, 3.2895], [0.3681, -3.0045, 0.9203], [-0.0964, -1.9932, 0.6236], [0.7715, -3.8839, 1.1697], [1.4362, 2.7096, -1.0384], [-0.2863, 2.8697, -1.0083], [-1.1003, 1.8187, -0.6049], [-2.4670, 2.0046, -0.7570], [-3.5231, 0.6391, -0.5214], [-3.0364, 3.2006, -1.1826], [-4.7409, 3.3627, -1.3348], [-2.2000, 4.2655, -1.4979], [-2.8679, 5.7642, -2.0058], [-0.8204, 4.0923, -1.4277], [0.2096, 5.3947, -1.8730], [0.1563, -0.2461, -1.6812], [-0.3462, -0.4293, -2.9799], [0.5242, -0.2870, -4.0872], [0.0537, -0.4478, -5.3740], [-1.2884, -0.7420, -5.6059], [-2.1575, -0.8877, -4.5290], [-1.6991, -0.7439, -3.2333], [1.5633, -0.0422, -3.9092], [0.7351, -0.3340, -6.2073], [-1.6524, -0.8526, -6.6185], [-3.2009, -1.1169, -4.7032], [-2.3827, -0.8666, -2.4015]],
  "mulliken_charge": [-0.40, -0.72, 1.00, -0.73, -0.89, -1.07, 1.08, -0.80, -1.00, -0.47, 0.17, 0.36, 0.47, 0.33, -0.89, -0.73, -0.49, 0.77, 0.52, 0.46, 0.39, 0.53, 0.46, 0.44, 0.61, -0.13, 0.11, 0.30, -0.12, 1.16, -1.44, 1.66, -0.16, -0.21, -0.20, 0.46, -0.18, -0.15, -0.19, -1.27, 1.39, -0.47, -0.47, -0.41, -0.79, -0.29, 0.43, 0.38, 0.38, 0.39, 0.40]
}


# 3
{
  "formula": "C38H58BaMnN8O4",
  "method": "ωB97M-V with the def2-TZVPD basis set",
  "lumo_ev": [-10.496, -12.388],
  "e_tot_ha": -3397.2586,
  "charge": 3,
  "gap_ha": [0.23472, 0.16520],
  "multiplicity": 7,
  "elements": ["Ba", "Mn", "C", "C", "C", "O", "C", "C", "C", "O", "O", "O", "H", "H", "C", "C", "C", "C", "N", "H", "H", "H", "H", "H", "H", "H", "C", "C", "C", "C", "N", "H", "H", "H", "H", "H", "H", "H", "C", "C", "C", "C", "N", "H", "H", "H", "H", "H", "H", "H", "C", "C", "C", "C", "N", "H", "H", "H", "H", "H", "H", "H", "C", "C", "C", "C", "N", "H", "H", "H", "H", "H", "H", "H", "C", "C", "C", "C", "N", "H", "H", "H", "H", "H", "H", "H", "C", "C", "C", "C", "N", "H", "H", "H", "H", "H", "H", "H", "C", "C", "C", "C", "N", "H", "H", "H", "H", "H", "H", "H"],
  "positions_angstrom": [[8.3214, -17.4071, -7.7453], [10.3290, -16.5546, 0.8369], [10.4707, -15.8851, -3.4425], [9.6329, -16.4051, -4.5428], [8.5036, -17.4591, -4.1455], [7.9602, -18.1306, -5.0404], [8.0626, -17.5095, -2.7396], [8.7558, -16.8336, -1.8143], [10.0624, -16.1728, -2.1667], [10.8853, -15.7795, -1.2338], [8.3725, -16.9897, -0.5488], [9.7844, -16.1148, -5.7513], [11.3762, -15.3253, -3.6238], [7.1960, -18.0954, -2.4710], [15.3732, -16.1691, -4.1258], [15.1851, -15.3606, -2.8412], [14.0911, -15.9103, -1.9347], [14.3935, -17.2443, -1.4241], [14.6292, -18.2713, -0.9733], [14.4598, -16.0202, -4.7016], [15.6561, -17.2154, -4.0101], [16.1126, -15.6843, -4.7633], [14.8479, -14.3672, -3.1373], [16.0984, -15.3956, -2.2473], [13.1180, -15.9762, -2.4213], [13.9513, -15.3048, -1.0392], [14.6118, -19.4424, -6.1402], [13.3187, -18.6724, -5.9964], [12.6352, -18.4247, -7.3380], [13.4639, -17.6658, -8.2899], [14.0823, -17.0656, -9.0328], [15.0583, -19.5416, -5.1508], [15.3060, -18.9776, -6.8404], [14.3827, -20.4346, -6.5291], [13.5464, -17.7273, -5.5036], [12.6296, -19.1638, -5.3096], [11.7793, -17.7702, -7.1730], [12.4687, -19.4162, -7.7590], [11.6982, -10.9137, 0.1445], [11.7763, -12.3118, -0.4329], [12.3820, -12.4964, -1.8043], [13.7197, -11.9022, -1.9422], [14.7393, -11.3714, -2.0200], [12.6258, -10.4517, 0.4825], [10.9409, -10.7676, 0.9148], [11.3554, -10.2715, -0.6667], [10.8295, -12.8514, -0.4566], [12.4008, -12.8511, 0.2793], [11.7565, -12.0797, -2.5937], [12.5573, -13.5568, -1.9862], [5.0280, -14.3178, -3.3552], [4.0771, -15.4104, -3.9487], [4.7798, -16.5276, -4.7303], [5.6616, -16.0635, -5.8082], [6.4056, -15.7402, -6.6356], [5.7711, -14.8081, -2.7264], [4.5685, -13.5981, -2.6776], [5.5749, -13.7930, -4.1385], [3.3301, -14.9222, -4.5746], [3.5219, -15.8423, -3.1160], [4.0287, -17.2020, -5.1414], [5.4234, -17.0721, -4.0393], [7.7521, -10.7011, -5.8358], [7.4047, -12.2110, -5.8423], [8.3532, -13.0047, -4.8749], [8.3344, -12.5141, -3.4714], [8.3704, -12.0521, -2.3618], [6.9347, -10.2002, -6.3546], [8.6697, -10.4242, -6.3549], [7.8501, -10.2505, -4.8482], [7.2926, -12.7087, -6.8055], [6.3762, -12.3193, -5.4980], [9.3787, -12.7945, -5.1786], [8.1262, -14.0705, -4.9013], [6.9651, -21.2117, -3.7844], [5.7600, -21.6786, -4.6331], [5.0368, -20.6248, -5.4447], [5.7941, -19.9572, -6.5235], [6.3641, -19.4130, -7.3940], [7.6702, -20.5553, -4.2943], [7.5758, -22.0503, -3.4501], [6.6379, -20.7115, -2.8729], [5.0453, -22.0542, -3.9008], [6.0030, -22.5759, -5.2023], [4.5460, -19.8821, -4.8157], [4.2568, -21.0788, -6.0560], [13.1751, -13.0522, -5.3625], [13.0276, -13.9906, -6.5392], [11.7214, -13.8138, -7.3242], [11.2359, -12.4428, -7.6919], [10.8962, -11.3795, -7.9701], [12.6493, -13.4511, -4.4950], [12.8033, -12.0715, -5.6593], [14.2351, -13.0391, -5.1086], [12.9886, -15.0317, -6.2188], [13.9142, -13.7922, -7.1415], [10.9140, -14.2574, -6.7416], [11.8350, -14.3277, -8.2787], [10.6396, -19.8699, -3.0227], [12.0392, -20.3985, -2.4951], [11.9396, -20.7002, -1.0029], [11.4601, -19.5618, -0.1965], [11.0490, -18.6463, 0.3807], [10.6245, -19.6230, -4.0843], [10.4596, -18.9317, -2.4979], [9.8490, -20.6177, -2.9605], [12.7760, -19.6078, -2.6366], [12.2471, -21.2737, -3.1107], [12.9100, -20.9555, -0.5772], [11.2995, -21.5550, -0.7844]],
  "mulliken_charge": [1.95, 1.14, 1.15, -0.18, 0.30, -0.58, -0.24, 0.69, -0.07, -0.24, -0.85, -0.85, 0.10, 0.53, -0.66, -0.42, 1.51, -0.10, -0.51, -0.38, 0.35, 0.46, -0.07, 0.50, -1.26, 0.41, -1.64, 1.41, 0.27, -0.11, -0.41, 0.41, 0.42, 0.46, -0.61, -0.44, -0.35, 0.67, -1.44, -0.50, 1.82, -0.08, -0.50, 0.36, 0.39, 0.35, 0.29, 0.30, 0.25, -1.18, -0.43, -1.00, 0.36, 0.43, -0.64, 0.09, 0.48, -0.20, 0.38, 0.39, 0.44, -0.21, -1.33, -0.59, 1.82, 0.01, -0.62, 0.41, 0.29, 0.34, 0.47, 0.26, -0.03, -1.02, -0.53, -0.85, -0.26, 0.30, -0.63, -0.12, 0.45, 0.28, 0.36, 0.38, 0.22, 0.47, -0.65, 0.23, 0.79, -0.19, -0.48, -0.35, 0.54, 0.45, -0.52, 0.46, -0.93, 0.64, -0.69, -0.29, -0.87, 0.32, -0.48, 0.31, -0.14, 0.30, 0.15, 0.52, 0.45, 0.48]
}